1.
Here is an isolated ion of composition C4H6N3O2 and charge +1 in a non-equilibrium geometry from OMol25. Energies are from ωB97M-V/def2-TZVPD.

XYZ file:
```
15
Properties=species:S:1:pos:R:3
C 0.94650 -1.93596 -0.27132
C 0.39121 -0.61329 0.03503
N 0.61951 0.49004 -0.64812
C -0.20082 1.63249 -0.39896
C -0.19812 2.69278 -1.16736
O -0.09519 3.63734 -1.76961
N -0.69078 -0.52551 0.93557
N -1.09604 0.41551 1.71792
O -2.19184 0.31866 2.23902
H 0.23543 -2.71210 -0.11218
H 1.25168 -1.93121 -1.28436
H 1.62167 -2.27387 0.44839
H 1.31040 0.63167 -1.41606
H -0.78407 1.59910 0.56490
H -1.11955 -1.42565 1.12714
```

Output
**Total energy**: -12798.728 eV
**Charge**: +1
**Multiplicity**: 1
**HOMO (spin up / spin down)**: -13.7 / -13.7 eV
**Molar mass**: 128.1 Da

Atom charges from the Mulliken analysis, given in e for atoms 1 to 8: atom 1 (C): -1.199, atom 2 (C): 0.720, atom 3 (N): -0.086, atom 4 (C): -0.572, atom 5 (C): 0.482, atom 6 (O): -0.192, atom 7 (N): 0.114, atom 8 (N): -0.236

=====

2.
Here is C4H6N3O2 as an isolated structure in a non-equilibrium geometry from OMol25. Energies are from ωB97M-V/def2-TZVPD.

XYZ file:
```
15
Properties=species:S:1:pos:R:3
C -1.20701 0.26701 2.61918
C -0.52854 -0.16763 0.77087
C 0.17401 1.27927 -1.57051
C -0.07638 -0.12598 -1.21378
N -0.18150 -0.49926 2.75662
N 0.25966 -0.83646 1.53971
N 1.10363 -0.90304 -1.15371
O 1.30065 1.60988 -1.78841
O -1.48676 0.49424 1.31480
H -1.88470 0.56632 3.38431
H -0.57266 1.99728 -1.57979
H -1.06620 -0.63782 -1.60984
H 1.83485 -0.16155 -1.26107
H 1.17689 -1.45125 -2.06870
H 1.15406 -1.43102 -0.13969
```

Output
**Total energy**: -12795.230 eV
**Charge**: +1
**Multiplicity**: 3
**HOMO (spin up / spin down)**: -10.8 / -14.1 eV
**Molar mass**: 128.1 Da

Atom charges from the Mulliken analysis, given in e for atoms 1 to 8: atom 1 (C): 0.168, atom 2 (C): 0.141, atom 3 (C): 0.089, atom 4 (C): -0.419, atom 5 (N): -0.333, atom 6 (N): -0.060, atom 7 (N): -0.285, atom 8 (O): -0.536

=====

3.
Here is an isolated ion of composition C4H6N3O2S and charge +1 in a non-equilibrium geometry from OMol25. Energies are from ωB97M-V/def2-TZVPD.

XYZ file:
```
16
Properties=species:S:1:pos:R:3
C -0.10758 1.60452 0.24298
C 1.27479 1.25976 0.28512
C -1.14054 0.93275 -0.05515
C 1.53948 -0.01900 -0.09844
N 0.82191 -1.00565 -0.78407
N 2.93200 -0.45753 0.07705
N -0.53563 -1.18136 -0.57818
O 3.72841 0.35968 0.41300
O 3.13273 -1.64967 -0.06808
S -1.07365 -2.44078 0.53098
H -0.22736 2.63245 0.69527
H 1.94236 1.95356 0.80447
H -2.10814 0.49434 -0.20550
H 1.60812 -1.84476 -0.94544
H -0.94678 -1.34144 -1.58241
H -0.64346 -1.95019 1.61314
```

Output
**Total energy**: -23629.943 eV
**Charge**: +1
**Multiplicity**: 1
**HOMO**: -13.8 eV
**Molar mass**: 160.2 Da

Atom charges from the Mulliken analysis, given in e for atoms 1 to 8: atom 1 (C): -0.232, atom 2 (C): -0.273, atom 3 (C): -0.179, atom 4 (C): 0.114, atom 5 (N): -0.185, atom 6 (N): 1.059, atom 7 (N): -0.345, atom 8 (O): -0.531

=====

4.
Here is one molecule with the formula C4H6N3P in a non-equilibrium geometry from OMol25. Energies are from ωB97M-V/def2-TZVPD.

XYZ file:
```
14
Properties=species:S:1:pos:R:3
C 2.42869 -1.53756 -0.17720
C -1.10089 -2.03119 -0.52974
C 1.71577 -0.57069 0.48374
C 0.73649 0.24139 -0.23483
N 2.98297 -2.35897 -0.77621
N -0.84204 -2.43209 0.57399
N -0.20266 0.97816 0.56129
P -0.22387 -0.74357 -1.59647
H -1.90579 -2.38379 -1.19071
H 1.81565 -0.48778 1.55752
H 1.25089 0.92416 -0.93816
H 0.09522 1.92472 0.75355
H -0.40274 0.49513 1.42956
H -1.30265 0.15326 -1.54721
```

Output
**Total energy**: -18000.039 eV
**Multiplicity**: 1
**HOMO (spin up / spin down)**: -9.0 / -8.7 eV
**Molar mass**: 127.1 Da

Atom charges from the Mulliken analysis, given in e for atoms 1 to 8: atom 1 (C): 0.284, atom 2 (C): 0.000, atom 3 (C): -0.580, atom 4 (C): 0.010, atom 5 (N): -0.424, atom 6 (N): -0.429, atom 7 (N): -0.549, atom 8 (P): -0.021

=====

5.
Here is a 2-piece molecular cluster, C4H6N4 overall in a non-equilibrium geometry from OMol25. Energies are from ωB97M-V/def2-TZVPD.

XYZ file:
```
14
Properties=species:S:1:pos:R:3
C -2.28235 0.56352 0.29207
C -0.49729 -1.19060 0.78422
C -1.64567 0.56465 -1.00016
C 1.59199 -0.38870 1.35976
N -2.90364 0.56139 1.26497
N -2.89422 1.58395 -2.74166
N -2.34918 1.15187 -1.86545
N 0.32913 -0.25694 0.64566
H -1.33698 -1.29213 0.11254
H -0.43683 -2.08622 1.62468
H -0.63685 0.40051 -1.19628
H 2.36285 -0.02177 0.61087
H 1.67457 0.25231 2.21751
H 1.65247 -1.33668 1.89204
```

Output
**Total energy**: -10201.256 eV
**Multiplicity**: 1
**HOMO**: -9.2 eV
**Molar mass**: 110.1 Da

Atom charges from the Mulliken analysis, given in e for atoms 1 to 8: atom 1 (C): 0.332, atom 2 (C): -0.440, atom 3 (C): -0.348, atom 4 (C): -0.801, atom 5 (N): -0.474, atom 6 (N): -0.702, atom 7 (N): 0.702, atom 8 (N): -0.194

=====

6.
Here is one molecule with the formula C4H6N4 in a non-equilibrium geometry from OMol25. Energies are from ωB97M-V/def2-TZVPD.

XYZ file:
```
14
Properties=species:S:1:pos:R:3
H -2.26043 -1.48164 1.31151
N -1.76220 -0.55784 0.66549
C -0.60286 -0.66867 0.04199
N 0.32836 -1.72358 -0.16943
C 1.46823 -1.34692 -0.95965
C 1.41642 0.06718 -1.05467
C 0.13770 0.45571 -0.38737
N 0.20333 1.68153 0.31082
N -0.80088 2.11125 1.07643
H 0.19777 -2.71724 -0.29644
H 2.06078 -2.13448 -1.58896
H 2.18394 0.76309 -1.57605
H -1.53831 1.21740 1.06833
H -0.94091 2.72959 2.05672
```

Output
**Total energy**: -10200.712 eV
**Multiplicity**: 1
**HOMO**: -7.5 eV
**Molar mass**: 110.1 Da

Atom charges from the Mulliken analysis, given in e for atoms 1 to 8: atom 1 (H): 0.230, atom 2 (N): -0.795, atom 3 (C): 0.250, atom 4 (N): -0.127, atom 5 (C): -0.379, atom 6 (C): -0.419, atom 7 (C): 0.467, atom 8 (N): -0.280

=====

7.
Here is one molecule with the formula C4H6N4 in a non-equilibrium geometry from OMol25. Energies are from ωB97M-V/def2-TZVPD.

XYZ file:
```
14
Properties=species:S:1:pos:R:3
H -2.98121 -1.28142 -0.20011
N -1.93643 -1.48188 0.02846
C -0.89998 -0.70239 -0.21911
N 0.38680 -1.04845 -0.10129
C 1.18347 0.15624 -0.07763
C 2.36730 -0.09141 0.21055
N 0.36429 1.29061 -0.32494
C -0.93745 0.82662 -0.19797
N -2.06238 1.48576 0.15950
H -2.76980 0.76314 0.56423
H 0.70564 -2.00547 -0.16097
H 3.02104 0.79155 -0.04673
H 2.83327 -1.00749 0.25971
H 0.72544 2.30460 0.10631
```

Output
**Total energy**: -10202.761 eV
**Multiplicity**: 1
**HOMO**: -8.8 eV
**Molar mass**: 110.1 Da

Atom charges from the Mulliken analysis, given in e for atoms 1 to 8: atom 1 (H): 0.258, atom 2 (N): -0.797, atom 3 (C): 0.648, atom 4 (N): -0.152, atom 5 (C): 0.250, atom 6 (C): -0.953, atom 7 (N): -0.232, atom 8 (C): 0.319

=====

8.
Here is C4H6N4 as an isolated structure in a non-equilibrium geometry from OMol25. Energies are from ωB97M-V/def2-TZVPD.

XYZ file:
```
14
Properties=species:S:1:pos:R:3
C 0.36282 0.41758 -0.98393
C -0.66544 -0.91366 0.42851
C -0.83124 -0.72108 1.88112
C -0.05633 0.37151 0.32855
H 2.00009 1.11604 -1.63838
H 0.76588 2.17240 -1.92353
H -0.04128 -0.82098 -2.57015
H 0.01165 -1.33182 2.34850
H -1.88670 -0.78561 2.40124
H 0.61093 0.76322 2.20434
N 1.01518 1.24025 -1.95130
N -0.16189 -0.67912 -1.55834
N -0.82673 -1.54309 -0.72875
N -0.29694 0.71436 1.76213
```

Output
**Total energy**: -10202.162 eV
**Multiplicity**: 1
**HOMO**: -8.5 eV
**Molar mass**: 110.1 Da

Atom charges from the Mulliken analysis, given in e for atoms 1 to 8: atom 1 (C): -0.235, atom 2 (C): 0.289, atom 3 (C): -0.154, atom 4 (C): 0.315, atom 5 (H): 0.266, atom 6 (H): 0.239, atom 7 (H): 0.285, atom 8 (H): 0.217

=====

9.
Here is one molecule with the formula C4H6N4O in a non-equilibrium geometry from OMol25. Energies are from ωB97M-V/def2-TZVPD.

XYZ file:
```
15
Properties=species:S:1:pos:R:3
N -2.28164 -0.81094 0.26416
C -0.96496 -0.54029 -0.11647
N -0.22479 -1.53298 -0.79244
C 1.11747 -1.22997 -1.09454
N 1.73206 -0.20721 -0.73163
C 1.06580 0.63951 0.18098
O 1.64622 1.63979 0.59416
C -0.31553 0.56451 0.33912
N -0.98464 1.46021 1.14373
H -2.95083 -1.38803 -0.35385
H -2.86348 0.19134 0.28769
H -0.61691 -2.34710 -1.18309
H 1.60870 -1.90074 -1.84646
H -0.53521 2.31382 1.17960
H -0.91565 1.04628 2.12153
```

Output
**Total energy**: -12252.446 eV
**Multiplicity**: 1
**HOMO**: -8.3 eV
**Molar mass**: 126.1 Da

Atom charges from the Mulliken analysis, given in e for atoms 1 to 8: atom 1 (N): -0.620, atom 2 (C): -0.206, atom 3 (N): -0.089, atom 4 (C): -0.046, atom 5 (N): -0.471, atom 6 (C): 0.371, atom 7 (O): -0.643, atom 8 (C): 0.654

=====

Q: Look up the total energy of the fifth one.
A: -10201.256 eV

=====

Q: Look up the multiplicity of the sixth one.
A: 1